Arrangement P

9
Properties=species:S:1:pos:R:3 method="wB97M-V/def2-TZVPD" charge=-1 smiles="C=NSSC(=O)[O-]" multiplicity=1 homo_ha=-0.1181 gap_ev=6.763
C -0.0192 0.3361 0.0509
N 1.1324 0.3760 0.5906
S 1.5496 0.2231 2.1783
S 3.4856 0.2747 1.8654
C 3.5012 -1.6042 0.7289
O 2.8945 -2.4103 1.3206
O 4.2050 -1.3377 -0.1759
H 0.1166 0.5884 -0.9010
H -1.0212 -0.0141 0.4402

Arrangement Q

9
Properties=species:S:1:pos:R:3 method="wB97M-V/def2-TZVPD" charge=-1 multiplicity=1 homo_ha=-0.0870 gap_ev=6.080
C -0.4336 -1.3473 -1.0691
C -0.6310 0.5472 1.2642
N 0.1344 0.4987 0.2434
O -1.1247 -0.7809 -1.7958
O 0.1571 -2.1303 -0.4641
S 1.5965 1.2371 0.1160
S 2.2316 0.9487 -1.7324
H -1.5561 -0.0099 1.2346
H -0.3742 1.0368 2.2033

Result of the stability comparison: arrangement P is the least stable of them.

Arrangement P

72
Properties=species:S:1:pos:R:3 method="wB97M-V/def2-TZVPD" charge=0 smiles=CCO.CCO.CCO.CCO.CCO.CCO.CCO.CCO multiplicity=1 homo_ha=-0.3436 gap_ev=9.696
C -2.9516 1.8074 4.1748
C -3.5419 0.6684 3.4478
O -4.1909 1.3393 2.2841
H -2.2578 2.3626 3.6067
H -2.0964 1.4580 5.0178
H -3.7961 2.3684 4.6636
H -4.2500 0.0474 3.8918
H -2.8351 0.0817 3.0448
H -4.3791 0.4738 1.6940
C -5.7778 -1.5453 -2.4981
C -4.4272 -0.9632 -2.5698
O -3.5388 -1.8799 -1.9610
H -6.2350 -1.3843 -1.5582
H -5.9120 -2.3654 -3.0317
H -6.6357 -1.2123 -3.1882
H -4.2398 0.1053 -2.0733
H -3.8956 -0.7805 -3.6540
H -2.6554 -1.6684 -2.4716
C 4.9114 -1.0719 0.2929
C 3.7739 0.0579 0.1397
O 4.4512 1.3526 -0.1670
H 5.4829 -0.7690 1.1202
H 5.4413 -1.1606 -0.5707
H 4.4351 -1.9215 0.5393
H 3.1512 0.1105 1.1147
H 3.0980 -0.4269 -0.5792
H 3.7414 1.9448 -0.3865
C -1.2739 2.2253 -0.1456
C -0.9367 0.7092 -0.1369
O 0.4591 0.5452 -0.2989
H -2.1428 2.2565 -0.1974
H -0.8401 2.9392 -0.9704
H -0.8142 2.7124 0.7644
H -1.4751 0.3160 -1.0125
H -1.3004 0.3016 0.7822
H 0.7307 -0.3306 0.0899
C -0.4445 0.2076 -3.8338
C 0.0208 -1.2100 -3.3951
O -0.9970 -2.1649 -3.0703
H 0.4406 0.8606 -3.6634
H -1.0554 0.5367 -3.1983
H -0.9845 0.3701 -4.7075
H 0.6685 -1.0343 -2.4412
H 0.6062 -1.6823 -4.0951
H -0.7779 -3.0271 -2.9749
C 0.8079 -0.0496 3.4185
C 1.8860 -1.0797 3.8049
O 1.9399 -2.1388 2.8342
H -0.1097 -0.7297 3.2087
H 1.2254 0.5135 2.3393
H 0.7847 0.7173 3.9868
H 1.7331 -1.7194 4.5944
H 2.8304 -0.7034 4.0824
H 2.6534 -2.7256 3.1110
C 2.8281 5.1876 -1.2677
C 1.8782 3.9848 -1.2546
O 2.3596 2.7299 -0.8734
H 3.6003 5.0517 -2.0306
H 3.1221 5.1477 -0.1391
H 2.2158 5.9456 -1.2025
H 1.4851 3.7875 -2.2071
H 1.0353 4.2916 -0.6199
H 1.5832 2.1903 -0.7263
C 1.7456 -4.3049 -0.1135
C 0.5915 -3.2825 -0.0410
O 1.2585 -2.1248 0.1973
H 1.3609 -5.3185 -0.0455
H 2.7042 -4.4710 0.5891
H 2.1555 -4.0162 -0.9531
H 0.0544 -3.2949 0.9374
H -0.0587 -3.2699 -0.6808
H 1.5755 -1.8790 1.2330

Arrangement Q

72
Properties=species:S:1:pos:R:3 method="wB97M-V/def2-TZVPD" charge=0 smiles=CC(C)O.CC(C)O.CC(C)O.CC(C)O.CCO.CCO.O.O multiplicity=1 homo_ha=-0.3701 gap_ev=10.248
C 9.5786 -25.2572 -10.0712
C 8.4952 -26.2276 -10.5968
C 8.7802 -26.7330 -12.0119
O 8.4985 -27.4017 -9.7633
H 10.5027 -25.7748 -9.8137
H 9.1838 -24.9871 -9.0918
H 9.6652 -24.3662 -10.6931
H 7.4894 -25.8077 -10.6070
H 9.1397 -25.8507 -12.5413
H 8.0563 -27.3754 -12.5133
H 9.7862 -27.1489 -11.9554
H 8.5634 -28.2096 -10.2777
C 0.6241 -25.2601 -0.0847
C 1.5305 -24.1249 0.3886
C 2.1780 -23.4692 -0.8317
O 0.8141 -23.0079 0.8444
H -0.2060 -24.7882 -0.6104
H 0.2070 -25.9371 0.6608
H 1.2800 -25.7933 -0.7729
H 2.3356 -24.3060 1.1008
H 2.5346 -24.2458 -1.5084
H 2.9784 -22.7954 -0.5260
H 1.5210 -22.9098 -1.4977
H -0.0202 -23.2303 1.2641
C -2.6859 -15.2532 -11.0132
C -3.9414 -15.1447 -10.1553
C -4.6508 -13.7798 -10.3871
O -4.7966 -16.2762 -10.4839
H -1.9753 -15.9329 -10.5430
H -2.2151 -14.2742 -11.1025
H -2.9686 -15.6565 -11.9856
H -3.7074 -15.2250 -9.0938
H -5.5670 -13.6502 -9.8111
H -4.7749 -13.5857 -11.4525
H -3.9708 -13.0224 -9.9971
H -5.2160 -16.1640 -11.3400
C -5.3236 -20.6249 -5.8280
C -6.3930 -21.1228 -6.8108
C -7.5808 -20.2034 -6.8312
O -5.8548 -21.0885 -8.0771
H -4.6189 -21.4475 -5.7061
H -5.7875 -20.3932 -4.8693
H -4.7445 -19.7803 -6.2014
H -6.6851 -22.1430 -6.5623
H -8.3101 -20.4674 -6.0653
H -8.1486 -20.2934 -7.7573
H -7.3799 -19.1498 -6.6375
H -5.6636 -20.1755 -8.3038
C 0.0052 -22.2090 -8.7918
C 1.1558 -22.4845 -9.8079
O 0.9105 -23.4338 -10.8769
H 0.2866 -22.2736 -7.7408
H -0.8045 -22.9101 -8.9944
H -0.4674 -21.2338 -8.9086
H 2.1168 -22.6982 -9.3401
H 1.2947 -21.6255 -10.4643
H 0.2784 -23.0044 -11.4581
C 0.8737 -28.0305 -6.6242
C 2.2075 -28.7218 -6.4138
O 2.0635 -30.0673 -6.0064
H 0.4222 -28.3444 -7.5653
H 1.0614 -26.9624 -6.7339
H 0.1792 -28.1460 -5.7921
H 2.9029 -28.2480 -5.7210
H 2.7043 -28.6519 -7.3814
H 2.6968 -30.1926 -5.2959
O -3.2000 -21.6456 -12.3459
H -3.5077 -21.8292 -11.4583
H -3.5390 -20.7721 -12.5416
O -2.4142 -25.8823 -12.3695
H -1.5782 -25.6927 -11.9435
H -2.7507 -25.0249 -12.6300

Arrangement R

72
Properties=species:S:1:pos:R:3 method="wB97M-V/def2-TZVPD" charge=0 smiles=CCO.CCO.CCO.CCO.CCO.CCO.CCO.CCO multiplicity=1 homo_ha=-0.3628 gap_ev=10.433
C -5.4282 -5.4075 -22.1973
C -5.0012 -4.1222 -22.7095
O -4.8684 -3.2329 -21.6037
H -4.7900 -5.7847 -21.4029
H -5.5456 -6.1537 -22.9868
H -6.4430 -5.2379 -21.8045
H -5.7239 -3.7735 -23.4451
H -3.9746 -4.2211 -23.0683
H -5.6790 -2.9257 -21.1783
C -5.9315 -8.1802 -15.6039
C -4.4097 -8.2548 -15.6624
O -4.0082 -9.6203 -15.8230
H -6.3198 -8.6913 -14.7126
H -6.3422 -8.7554 -16.4312
H -6.4287 -7.2051 -15.5584
H -3.9631 -7.8198 -14.7673
H -4.0247 -7.7479 -16.5711
H -4.0941 -10.1026 -15.0084
C -7.6591 -4.8272 -13.4464
C -6.2064 -4.5906 -13.2490
O -5.8724 -3.4168 -14.0513
H -8.2496 -3.9393 -13.2212
H -7.9366 -5.6700 -12.8204
H -7.8861 -5.0853 -14.4782
H -5.5543 -5.4426 -13.4633
H -6.1055 -4.2493 -12.2195
H -5.0150 -3.0614 -13.7664
C -3.2006 -1.9069 -11.9254
C -2.4324 -2.0098 -13.2315
O -1.5349 -3.0934 -13.1273
H -3.9130 -1.0659 -11.9398
H -2.5649 -1.8169 -11.0533
H -3.7741 -2.8107 -11.7409
H -1.9496 -1.0287 -13.3063
H -2.9699 -2.2139 -14.1553
H -1.3140 -3.3503 -14.0466
C -8.1387 -2.6908 -17.8293
C -7.4815 -1.3339 -17.8532
O -7.3117 -0.9707 -19.2324
H -7.6589 -3.3150 -18.5957
H -9.2036 -2.6499 -17.9750
H -7.9070 -3.1743 -16.8622
H -6.4782 -1.3700 -17.4207
H -8.0425 -0.5857 -17.2980
H -7.0549 -0.0484 -19.2469
C -0.4610 -1.6859 -16.5918
C -1.6372 -2.5457 -16.9111
O -1.6119 -3.7134 -16.0392
H -0.1891 -1.5713 -15.5499
H -0.6668 -0.7015 -17.0340
H 0.4157 -2.0889 -17.0607
H -1.5563 -2.8506 -17.9503
H -2.6009 -2.0775 -16.7142
H -2.4257 -4.2692 -16.1596
C -1.6587 -4.8160 -21.0801
C -1.5858 -6.1417 -20.4517
O -0.5360 -6.9011 -20.9395
H -2.5917 -4.2669 -20.9474
H -1.4524 -4.9211 -22.1411
H -0.8326 -4.2457 -20.6422
H -2.4914 -6.6643 -20.7154
H -1.6147 -6.1439 -19.3491
H 0.3020 -6.4661 -20.7980
C -4.2953 -5.0808 -18.2930
C -5.0432 -4.5024 -17.1665
O -4.1511 -4.5764 -16.0130
H -4.8017 -4.9876 -19.2583
H -4.0447 -6.1245 -18.1194
H -3.3213 -4.5697 -18.3716
H -5.9460 -5.0586 -16.9458
H -5.2873 -3.4434 -17.3332
H -4.6458 -4.1944 -15.2604

Result of the stability comparison: arrangement P is the least stable of them.

Arrangement P

22
Properties=species:S:1:pos:R:3 method="wB97M-V/def2-TZVPD" charge=+1 multiplicity=1 homo_ha=-0.4402 gap_ev=8.841
C 2.5952 -0.7163 0.0759
C 3.3448 0.2797 -0.2649
C -0.8312 -0.3334 -1.2750
C -1.9251 -2.1639 -0.1624
C -1.4907 -0.8612 -0.1687
N 1.7423 -1.5662 0.2547
N -0.3403 0.8710 -1.3422
N -2.5462 -2.7510 0.8443
N 0.0465 2.6246 0.6730
H 3.3951 1.1835 0.3135
H 4.0111 0.1894 -1.1027
H -0.7208 -0.9634 -2.1508
H -1.7414 -2.7838 -1.0323
H -1.6523 -0.2307 0.6928
H 1.9434 -2.3686 0.8392
H 0.1183 1.1739 -2.1873
H -0.2945 1.5344 -0.5135
H -2.7783 -2.2406 1.6846
H -2.8166 -3.7203 0.7981
H -0.7176 2.9088 1.2751
H 0.4186 3.4627 0.2397
H 0.7719 2.2325 1.2632

Arrangement Q

22
Properties=species:S:1:pos:R:3 method="wB97M-V/def2-TZVPD" charge=+1 multiplicity=1 homo_ha=-0.4118 gap_ev=6.893
C -1.5454 -1.8648 0.0374
N -1.7675 -0.4798 0.5197
C -0.9683 0.3944 -0.0682
C -1.2195 1.8679 0.1594
C 0.1597 0.1376 -0.9634
C 1.4925 0.4390 -0.1361
N 1.7425 1.7516 0.2707
N 2.2390 -0.4637 0.2858
N 2.3947 -1.7161 0.1797
H -1.7322 -1.9235 -1.1515
H -0.6452 -2.3496 0.2221
H -2.4059 -2.3840 0.5105
H -2.3799 -0.0680 1.2054
H -1.7050 2.3780 -0.6378
H -0.4194 2.5678 0.3736
H -1.8386 1.9487 1.1589
H -0.0237 0.6554 -1.8101
H 0.1026 -0.8336 -1.3681
H 1.3040 2.5217 -0.1814
H 2.0952 1.7255 1.1885
H 3.2130 -2.0627 0.7210
H 1.9075 -2.2417 -0.5160

Result of the stability comparison: arrangement Q is the least stable of them.

Arrangement P

13
Properties=species:S:1:pos:R:3 method="wB97M-V/def2-TZVPD" charge=0 smiles="ClC1=CCCC1" multiplicity=1 homo_ha=-0.3218 gap_ev=9.851
Cl -2.9906 0.0837 0.0786
C -1.3181 0.1013 -0.1393
C -0.5170 1.1942 -0.1714
C 0.9088 0.9282 0.2009
C 0.9793 -0.6552 -0.0237
C -0.4719 -1.1227 -0.0208
H -0.8816 2.1756 -0.4209
H 1.5999 1.3489 -0.5336
H 1.2152 1.1782 1.2157
H 1.4926 -0.9067 -0.9520
H 1.5564 -1.1327 0.7908
H -0.7460 -1.5538 0.9110
H -0.8270 -1.6389 -0.9352

Arrangement Q

13
Properties=species:S:1:pos:R:3 method="wB97M-V/def2-TZVPD" charge=0 multiplicity=1 homo_ha="-0.2925 / -0.2908" gap_ev="8.091 / 7.847"
C 0.1002 0.8895 -0.7830
C 1.2183 1.3917 -1.2768
C -0.1558 0.4395 0.6339
C -1.2875 0.8188 -1.2322
C -0.4908 -0.9599 1.0227
Cl -2.0244 2.3293 -1.1783
H 0.9405 1.7755 -2.2679
H 2.2244 1.3590 -0.9006
H 0.2435 1.1414 1.3485
H -1.8534 0.0419 -0.7443
H -0.8680 -1.6783 0.2039
H -1.3506 -1.0456 1.8174
H 0.3785 -1.4111 1.5598

Arrangement R

13
Properties=species:S:1:pos:R:3 method="wB97M-V/def2-TZVPD" charge=0 smiles="C=CC/C=C/Cl" multiplicity=1 homo_ha=-0.3448 gap_ev=10.541
C -1.2448 1.3446 0.0317
C -1.4900 0.0414 -0.1018
C -0.4342 -0.9804 -0.0850
C 0.9105 -0.3650 -0.4464
C 1.9233 -0.3605 0.3712
Cl 3.3927 0.3817 -0.1524
H -2.0484 2.0409 -0.0104
H -0.3088 1.7424 0.5053
H -2.5333 -0.2327 -0.3599
H -0.3252 -1.3478 0.9121
H -0.7361 -1.7322 -0.7764
H 0.9683 0.1781 -1.3441
H 1.9260 -0.7104 1.4560

Result of the stability comparison: arrangement Q is the least stable of them.

Arrangement P

6
Properties=species:S:1:pos:R:3 method="wB97M-V/def2-TZVPD" charge=0 smiles="P=S.O" multiplicity=1 homo_ha=-0.3294 gap_ev=7.382
P 0.0312 1.3934 1.1334
S -1.4748 1.9449 0.0622
H 1.2099 1.7508 0.2489
O -0.2058 -1.8138 -0.3507
H 0.5844 -1.5353 0.1972
H -0.1449 -1.7399 -1.2910

Arrangement Q

6
Properties=species:S:1:pos:R:3 method="wB97M-V/def2-TZVPD" charge=0 multiplicity=1 homo_ha=-0.3602 gap_ev=9.995
O -1.2236 -0.8708 -0.2405
P -0.4318 -0.0572 0.9978
S 1.4043 0.3308 -0.1739
H -1.0607 -0.3362 -1.0688
H -0.9552 1.4927 0.3313
H 2.2670 -0.5592 0.1541

Result of the stability comparison: arrangement P is the least stable of them.